Record 1
DFT (wB97M-V/def2-TZVPD) results for C28H28ClN5O2RuS4 as an isolated structure.

- E: -3655.73060 Ha
- Net charge: +1
- Spin multiplicity: 2
- Molar mass: 731.4 u
- Relative energy (zero: lowest compared OMol25 entry of this formula, charge and spin): 31.9 kJ/mol
- Expectation value of S²: 0.757
- Orbital gap (alpha / beta): 6.5 / 6.4 eV

Cartesian coordinates (Å):
1 Ru -1.762 0.594 -1.526
2 C -6.631 2.465 -1.008
3 S -6.026 2.337 -2.698
4 C -4.541 1.455 -2.494
5 S -3.996 0.918 -0.952
6 N -3.868 1.231 -3.593
7 N -2.771 0.488 -3.317
8 C -2.353 -0.360 -4.191
9 C -1.466 -1.367 -3.658
10 C -0.890 -2.391 -4.408
11 C -0.163 -3.365 -3.759
12 C -0.032 -3.297 -2.375
13 C -0.612 -2.248 -1.696
14 N -1.317 -1.290 -2.315
15 H -7.593 2.969 -1.093
16 H -5.966 3.061 -0.389
17 H -6.787 1.484 -0.567
18 H -2.788 -0.403 -5.181
19 H -1.028 -2.405 -5.480
20 H 0.294 -4.172 -4.316
21 H 0.520 -4.044 -1.825
22 H -0.522 -2.148 -0.624
23 S -1.497 0.004 0.801
24 C 0.020 0.691 1.134
25 N 0.341 1.187 2.308
26 C 1.692 1.684 2.555
27 C 2.674 0.750 1.894
28 N 2.358 0.684 0.473
29 C 3.440 0.492 -0.503
30 C 3.476 -0.905 -1.080
31 C 3.514 -1.088 -2.456
32 C 3.590 -2.365 -2.992
33 C 3.615 -3.470 -2.156
34 C 3.565 -3.296 -0.779
35 C 3.501 -2.018 -0.245
36 C 1.093 0.706 0.064
37 S 0.684 0.713 -1.558
38 C -0.600 1.252 3.438
39 C -0.250 0.219 4.480
40 C -0.384 -1.138 4.196
41 C -0.034 -2.085 5.143
42 C 0.449 -1.687 6.383
43 C 0.578 -0.338 6.674
44 C 0.231 0.612 5.723
45 H 1.845 1.703 3.632
46 H 1.779 2.699 2.157
47 H 2.615 -0.244 2.347
48 H 3.691 1.121 1.999
49 H 4.371 0.720 0.016
50 H 3.313 1.227 -1.299
51 H 3.478 -0.226 -3.111
52 H 3.629 -2.495 -4.066
53 H 3.685 -4.466 -2.573
54 H 3.597 -4.154 -0.121
55 H 3.486 -1.895 0.833
56 H -1.604 1.126 3.041
57 H -0.519 2.258 3.854
58 H -0.779 -1.453 3.237
59 H -0.150 -3.138 4.921
60 H 0.715 -2.429 7.123
61 H 0.945 -0.022 7.641
62 H 0.323 1.667 5.956
63 Cl 0.634 4.643 -0.574
64 C -0.793 4.621 -1.652
65 C -1.205 3.183 -1.858
66 O -1.031 2.602 -2.934
67 O -1.694 2.573 -0.847
68 H -0.508 5.077 -2.593
69 H -1.580 5.187 -1.161

=====

Record 2
DFT (wB97M-V/def2-TZVPD) results for a 6-piece molecular cluster, C28H28F40NO6P overall at a distorted geometry.

- E: -5925.95164 Ha
- Molar mass: 1265.4 u
- Relative energy (zero: lowest compared OMol25 entry of this formula, charge and spin): 0.0 kJ/mol
- SMILES string: FC(F)C(F)(F)COC(F)(F)C(F)F.FC(F)C(F)(F)COC(F)(F)C(F)F.FC(F)C(F)(F)COC(F)(F)C(F)F.FC(F)C(F)(F)COC(F)(F)C(F)F.FC(F)C(F)(F)COC(F)(F)C(F)F.NC(=O)CCP
- Orbital gap: 9.5 eV

Cartesian coordinates (Å):
1 F 1.948 3.227 -2.679
2 C 3.095 3.547 -3.304
3 F 4.103 2.859 -2.718
4 C 3.386 5.047 -3.170
5 F 3.618 5.356 -1.879
6 F 4.550 5.240 -3.865
7 C 2.377 6.026 -3.783
8 O 1.417 6.579 -2.905
9 C 0.215 5.971 -2.691
10 F 0.029 4.918 -3.497
11 F -0.759 6.873 -2.973
12 C 0.027 5.585 -1.215
13 F 1.032 4.783 -0.811
14 F -1.131 4.899 -1.091
15 H 3.033 3.259 -4.356
16 H 2.979 6.876 -4.102
17 H 1.914 5.596 -4.671
18 H 0.001 6.476 -0.587
19 F -2.048 -1.619 3.153
20 C -3.033 -2.338 2.578
21 F -4.164 -2.159 3.295
22 C -2.692 -3.831 2.554
23 F -2.627 -4.309 3.811
24 F -3.762 -4.416 1.933
25 C -1.465 -4.261 1.742
26 O -0.258 -4.444 2.453
27 C 0.643 -3.437 2.632
28 F 0.293 -2.319 1.963
29 F 1.827 -3.851 2.122
30 C 0.899 -3.142 4.117
31 F -0.246 -2.808 4.742
32 F 1.751 -2.092 4.202
33 H -3.197 -1.974 1.560
34 H -1.718 -5.253 1.372
35 H -1.331 -3.615 0.873
36 H 1.340 -4.011 4.602
37 F 1.645 -2.873 -2.188
38 C 1.036 -1.671 -2.206
39 F 0.332 -1.568 -3.354
40 C 2.068 -0.537 -2.169
41 F 2.798 -0.548 -3.302
42 F 1.318 0.607 -2.165
43 C 2.982 -0.431 -0.943
44 O 4.271 -0.994 -1.069
45 C 4.532 -2.289 -0.741
46 F 3.476 -2.900 -0.180
47 F 5.531 -2.284 0.179
48 C 5.065 -3.087 -1.942
49 F 4.176 -3.066 -2.952
50 F 5.248 -4.371 -1.561
51 H 0.346 -1.598 -1.360
52 H 3.161 0.637 -0.829
53 H 2.470 -0.780 -0.044
54 H 6.014 -2.666 -2.277
55 F -6.591 2.048 -5.184
56 C -5.401 2.335 -5.743
57 F -4.490 1.449 -5.269
58 C -4.939 3.747 -5.365
59 F -4.704 3.809 -4.042
60 F -3.746 3.904 -6.016
61 C -5.812 4.925 -5.812
62 O -6.712 5.443 -4.855
63 C -7.984 4.969 -4.726
64 F -8.292 4.073 -5.678
65 F -8.827 6.020 -4.875
66 C -8.246 4.405 -3.321
67 F -7.377 3.415 -3.043
68 F -9.498 3.899 -3.287
69 H -5.471 2.224 -6.828
70 H -5.106 5.735 -5.990
71 H -6.306 4.704 -6.759
72 H -8.150 5.198 -2.578
73 F 3.678 -3.474 6.813
74 C 4.453 -3.987 5.838
75 F 3.639 -4.460 4.863
76 C 5.303 -5.146 6.367
77 F 4.507 -6.169 6.730
78 F 6.046 -5.549 5.291
79 C 6.317 -4.833 7.473
80 O 5.915 -5.108 8.798
81 C 5.282 -4.180 9.571
82 F 5.211 -2.980 8.971
83 F 6.014 -4.023 10.700
84 C 3.894 -4.661 10.025
85 F 3.123 -4.946 8.959
86 F 3.304 -3.672 10.729
87 H 5.083 -3.199 5.418
88 H 7.141 -5.522 7.289
89 H 6.705 -3.820 7.367
90 H 3.996 -5.549 10.652
91 N -4.677 -0.224 -2.216
92 C -3.444 -0.569 -1.574
93 O -2.831 -1.573 -1.825
94 C -2.948 0.391 -0.522
95 C -1.701 1.178 -0.996
96 P -1.640 1.752 -2.748
97 H -5.270 -1.048 -2.219
98 H -4.501 0.024 -3.185
99 H -3.739 1.096 -0.278
100 H -2.697 -0.205 0.357
101 H -1.655 2.107 -0.427
102 H -0.802 0.600 -0.789
103 H -3.000 2.085 -2.901
104 H -1.570 0.540 -3.462

=====

Record 3
DFT (wB97M-V/def2-TZVPD) results for C28H28N2O2PS3ScSe2 as an isolated structure.

- E: -8443.33396 Ha
- Molar mass: 754.6 u
- Relative energy (zero: lowest compared OMol25 entry of this formula, charge and spin): 165.8 kJ/mol
- Orbital gap: 7.3 eV

Cartesian coordinates (Å):
1 Sc -0.841 0.226 -0.015
2 C 2.269 2.770 -3.942
3 C 0.917 2.095 -3.837
4 C 0.583 1.514 -2.440
5 C 1.679 1.651 -1.424
6 C 2.841 2.253 -1.632
7 C 3.145 2.818 -2.946
8 N 1.225 1.140 -0.166
9 N 1.859 1.447 0.856
10 C 1.179 1.141 2.061
11 C 1.933 1.265 3.222
12 C 1.312 1.097 4.449
13 C -0.054 0.840 4.483
14 C -0.781 0.711 3.302
15 C -0.196 0.848 2.044
16 H 2.505 3.215 -4.902
17 H 0.912 1.264 -4.544
18 H 0.406 0.448 -2.592
19 H 3.543 2.356 -0.816
20 H 4.103 3.300 -3.093
21 H 2.988 1.499 3.150
22 H 1.878 1.190 5.367
23 H -0.556 0.733 5.438
24 H -1.838 0.471 3.372
25 Se -3.125 -1.024 0.911
26 P -1.609 -2.566 1.255
27 Se 0.418 -2.170 0.589
28 C -1.601 -2.915 3.037
29 C -2.733 -3.495 3.612
30 C -2.763 -3.749 4.971
31 C -1.667 -3.423 5.765
32 C -0.546 -2.843 5.195
33 C -0.509 -2.590 3.828
34 C -2.148 -4.134 0.504
35 C -1.470 -5.304 0.849
36 C -1.822 -6.506 0.260
37 C -2.847 -6.549 -0.679
38 C -3.520 -5.389 -1.023
39 C -3.173 -4.180 -0.429
40 H -3.589 -3.740 2.994
41 H -3.640 -4.201 5.416
42 H -1.693 -3.621 6.828
43 H 0.304 -2.581 5.810
44 H 0.363 -2.135 3.375
45 H -0.667 -5.269 1.576
46 H -1.298 -7.412 0.533
47 H -3.120 -7.490 -1.139
48 H -4.322 -5.422 -1.749
49 H -3.705 -3.271 -0.678
50 C -1.199 -1.011 -4.372
51 S -2.184 -1.367 -2.929
52 C -3.375 -0.058 -3.124
53 O -1.304 -0.990 -1.763
54 H -1.730 -1.388 -5.246
55 H -0.267 -1.559 -4.245
56 H -1.022 0.064 -4.460
57 H -3.885 -0.210 -4.075
58 H -2.840 0.893 -3.096
59 H -4.078 -0.141 -2.296
60 C -1.024 5.218 -3.997
61 O -0.016 4.215 -3.829
62 C -0.186 3.011 -4.322
63 S -1.304 2.565 -5.428
64 S -0.966 2.177 -1.653
65 H -0.992 5.813 -3.090
66 H -1.999 4.757 -4.132
67 H -0.774 5.825 -4.865